Record 1
ORCA calculation (ωB97M-V/def2-TZVPD) on 8 unconnected molecules or ions with the total composition C24H37NO19S in a non-equilibrium geometry.

Calculated values
HOMO level, eV: -9.22
HOMO-LUMO gap, eV: 9.306
Energy relative to the best compared isomer or geometry (same formula, charge and spin), kJ/mol: 154.16
Max |F|, eV Å⁻¹: 7.75

```
82
C24H37NO19S (ωB97M-V/def2-TZVPD)
C -1.26 -4.80 -1.75
C -0.43 -3.51 -1.65
O 0.87 -4.12 -1.59
C 0.81 -5.23 -2.35
O 1.84 -5.85 -2.80
O -0.40 -5.62 -2.54
H -2.15 -4.85 -2.37
H -1.47 -5.27 -0.79
H -0.63 -3.08 -0.67
H -0.56 -2.74 -2.41
C 3.31 -5.30 0.54
C 3.58 -4.81 1.94
O 4.90 -4.49 1.83
C 5.46 -4.77 0.52
O 6.57 -4.41 0.10
O 4.54 -5.44 -0.11
H 2.73 -4.59 -0.05
H 2.61 -6.14 0.59
H 3.43 -5.55 2.72
H 2.93 -3.96 2.15
C 6.45 -0.86 1.68
C 5.86 -0.71 0.24
O 4.90 0.33 0.37
C 5.25 1.04 1.48
O 4.72 2.10 1.79
O 6.08 0.36 2.26
H 7.50 -1.14 1.62
H 6.07 -1.69 2.27
H 5.36 -1.53 -0.27
H 6.62 -0.30 -0.43
C -1.82 4.50 -4.62
C -2.43 3.14 -4.44
O -1.46 2.46 -3.75
C -0.69 3.34 -3.00
O 0.07 3.07 -2.10
O -1.08 4.62 -3.39
H -2.64 5.21 -4.71
H -1.16 4.60 -5.48
H -2.41 2.74 -5.45
H -3.41 3.12 -3.95
C -4.18 -2.01 -1.49
C -4.83 -3.34 -1.77
O -5.22 -3.85 -0.48
C -5.47 -2.80 0.26
O -6.05 -2.78 1.26
O -4.92 -1.64 -0.32
H -4.25 -1.26 -2.29
H -3.16 -2.14 -1.15
H -3.94 -3.88 -2.11
H -5.63 -3.32 -2.50
C -2.96 1.70 2.44
C -4.28 1.07 2.82
O -5.03 1.10 1.69
C -4.40 1.61 0.67
O -4.92 1.82 -0.42
O -3.18 2.06 1.10
H -2.17 1.00 2.72
H -2.77 2.68 2.88
H -4.75 1.61 3.65
H -4.19 -0.01 2.95
C 0.36 4.95 0.93
C -0.63 5.81 1.78
C 0.12 6.70 2.71
C 1.41 7.37 2.28
N 2.38 7.81 1.93
H 0.52 5.40 -0.04
H -0.13 4.01 0.66
H 1.35 4.96 1.38
H -1.23 5.05 2.29
H -1.42 6.34 1.25
H 0.45 6.00 3.48
H -0.58 7.25 3.35
C 0.12 1.43 0.57
S -0.03 -0.31 0.01
O -1.40 -0.92 0.47
C 1.41 -1.08 0.82
H 0.72 2.10 -0.05
H 0.42 1.47 1.61
H -0.90 1.76 0.36
H 1.51 -2.05 0.35
H 1.19 -1.14 1.89
H 2.23 -0.38 0.65
```

---

Record 2
ORCA calculation (ωB97M-V/def2-TZVPD) on a molecular structure, C24H37NO3PReSSe2 in a non-equilibrium geometry.

Calculated values
HOMO level (alpha / beta), eV: -6.51 / -6.51
HOMO-LUMO gap (alpha / beta), eV: 6.522 / 6.509
Energy relative to the best compared isomer or geometry (same formula, charge and spin), kJ/mol: 0.00
Max |F|, eV Å⁻¹: 1.16

```
70
C24H37NO3PReSSe2 (ωB97M-V/def2-TZVPD)
Re -0.66 0.64 0.57
O 1.63 2.40 -2.55
C 1.13 3.72 -2.48
C 0.46 4.04 -1.14
C 0.47 5.58 -1.09
O -0.15 6.15 0.05
C 1.24 3.56 0.10
Se 1.54 1.64 0.44
C -1.02 3.62 -1.10
Se -1.43 1.73 -1.45
H 1.75 2.15 -3.47
H 0.39 3.90 -3.27
H 1.96 4.43 -2.64
H 0.01 5.96 -2.01
H 1.51 5.93 -1.07
H -1.07 5.88 0.06
H 0.75 3.95 0.99
H 2.25 3.97 0.07
H -1.58 4.19 -1.84
H -1.44 3.84 -0.12
O -0.48 -0.13 2.51
N -0.64 0.63 3.60
C -0.31 0.08 4.79
C -0.49 0.78 5.95
C -1.03 2.07 5.89
C -1.37 2.60 4.67
C -1.16 1.87 3.48
S -1.57 2.44 1.93
H 0.10 -0.91 4.72
H -0.20 0.32 6.88
H -1.19 2.64 6.79
H -1.78 3.59 4.58
C 0.75 -4.24 0.21
C 0.44 -2.89 0.86
C 1.77 -2.25 1.27
C -0.42 -3.14 2.11
P -0.39 -1.62 -0.31
C 0.60 -1.86 -1.84
C 1.70 -1.02 -2.01
C 2.57 -1.19 -3.08
C 2.34 -2.20 -4.01
C 1.23 -3.02 -3.87
C 0.37 -2.86 -2.79
C -2.15 -2.19 -0.72
C -3.03 -1.55 0.37
C -2.44 -3.69 -0.76
C -2.52 -1.59 -2.09
H 1.36 -4.82 0.90
H 1.32 -4.13 -0.72
H -0.15 -4.82 0.00
H 2.23 -2.86 2.06
H 1.64 -1.24 1.65
H 2.46 -2.22 0.43
H 0.15 -3.78 2.79
H -1.34 -3.67 1.87
H -0.66 -2.22 2.62
H 1.85 -0.20 -1.33
H 3.43 -0.54 -3.19
H 3.01 -2.34 -4.85
H 1.03 -3.79 -4.60
H -0.47 -3.52 -2.70
H -2.73 -1.87 1.37
H -4.07 -1.83 0.21
H -2.98 -0.46 0.32
H -2.40 -4.15 0.23
H -1.77 -4.25 -1.42
H -3.46 -3.83 -1.14
H -1.97 -0.67 -2.31
H -3.58 -1.34 -2.11
H -2.32 -2.29 -2.90
```

---

Record 3
ORCA calculation (ωB97M-V/def2-TZVPD) on a molecular structure, C24H37NiO2Si in a non-equilibrium geometry.

Calculated values
HOMO level (alpha / beta), eV: -3.11 / -3.05
Total charge: -1
Multiplicity: 3
HOMO-LUMO gap (alpha / beta), eV: 5.661 / 5.605
Energy relative to the best compared isomer or geometry (same formula, charge and spin), kJ/mol: 3.69
Max |F|, eV Å⁻¹: 3.63

```
65
C24H37NiO2Si (ωB97M-V/def2-TZVPD)
O -0.85 -0.70 -2.31
C -1.26 0.63 -2.89
C -1.41 0.09 -4.28
H -0.47 1.37 -2.75
H -2.22 1.00 -2.51
C -1.05 -1.26 -3.66
H -0.68 0.49 -4.99
H -2.43 0.10 -4.67
C 0.22 -1.78 -4.28
H 1.02 -1.03 -4.17
H 0.05 -1.96 -5.35
H 0.51 -2.74 -3.85
C -2.22 -2.22 -3.80
H -3.15 -1.85 -3.37
H -2.01 -3.22 -3.40
H -2.42 -2.38 -4.88
Ni -0.69 -0.63 0.18
C -3.32 -1.18 1.56
C -2.67 0.08 1.67
C -2.33 0.52 0.33
H -2.48 0.65 2.57
C -2.82 -0.51 -0.59
C -3.36 -1.56 0.19
H -3.83 -2.44 -0.25
H -3.85 -1.72 2.34
H -2.00 1.51 0.03
H -2.98 -0.44 -1.65
C -0.35 -3.45 2.84
C -0.99 -3.69 1.60
C -0.27 -3.01 0.57
H -1.90 -4.28 1.46
C 0.74 -2.21 1.22
C 0.68 -2.50 2.62
H 1.30 -2.05 3.39
H -0.55 -3.97 3.79
H -0.39 -3.09 -0.52
H 1.48 -1.58 0.73
O 2.79 1.04 -3.39
C 2.68 0.49 -2.05
C 1.92 1.52 -1.20
H 3.67 0.32 -1.59
H 2.22 -0.49 -2.15
C 2.43 2.84 -1.78
H 2.01 1.40 -0.12
H 0.85 1.42 -1.41
C 2.62 2.48 -3.27
H 3.41 3.05 -1.34
H 1.78 3.69 -1.65
H 3.50 3.02 -3.70
H 1.72 2.79 -3.83
C 2.76 1.07 4.55
Si 1.07 1.73 4.08
C -0.13 1.27 5.45
C 1.11 3.58 3.92
C 0.67 1.04 2.41
C 0.31 0.49 1.35
H 2.84 0.92 5.63
H 3.53 1.80 4.26
H 2.96 0.13 4.03
H 0.45 0.99 6.34
H -0.76 2.13 5.73
H -0.80 0.45 5.18
H 2.14 3.93 3.80
H 0.52 3.88 3.05
H 0.69 4.06 4.80
```

---

Which formula does entry 1 have?
C24H37NO19S